i:
DFT (the ωB97M-V functional and the def2-TZVPD basis) results for a 2-piece molecular cluster, C2H6O2S2 overall.

Summary:
E_HOMO (spin up / spin down) = -0.3093 / -0.3093 Ha
Gap between HOMO and LUMO (spin up / spin down) = 7.93 / 7.93 eV
LUMO energy (spin up / spin down) = -0.0178 / -0.0178 Eh

```
! RIJCOSX wB97M-V def2-TZVPD def2/J DEFGRID3
* xyz 0 1
C -1.266 -0.558 0.323
C 0.938 -0.018 -0.150
O 2.049 1.835 0.870
O 0.793 1.013 0.627
S 1.940 -1.359 0.489
S 0.999 0.234 -1.893
H -1.349 0.040 1.255
H -1.100 -1.646 0.231
H -1.735 0.063 -0.463
H 1.720 2.579 1.444
H 1.567 -2.215 -0.424
H 2.029 1.185 -2.248
*
```

***

ii:
DFT (the ωB97M-V functional and the def2-TZVPD basis) results for a 2-piece molecular cluster, C2H6O2S2 overall.

Summary:
SMILES = O=CO.CSS
E_HOMO = -0.3119 Ha
Gap between HOMO and LUMO = 8.98 eV
LUMO energy = 0.0181 Eh

```
! RIJCOSX wB97M-V def2-TZVPD def2/J DEFGRID3
* xyz 0 1
O 1.463 -1.366 1.526
C 1.996 -0.301 1.629
O 1.398 0.900 1.499
H 3.051 -0.164 1.898
H 0.480 0.642 1.291
C -1.546 -0.828 -0.604
S -0.187 -0.054 -1.479
S -0.773 1.949 -1.521
H -2.449 -0.404 -1.066
H -1.591 -1.858 -0.940
H -1.662 -0.697 0.460
H -0.182 2.182 -2.693
*
```

***

Which of them is the most stable, and which is the least stable? ii and i, in that order.

***

i:
DFT (the ωB97M-V functional and the def2-TZVPD basis) results for a 9-piece molecular cluster, C27H63N9O9 overall.

Summary:
SMILES = CNC(C)=O.CNC(C)=O.CNC(C)=O.CNC(C)=O.CNC(C)=O.CNC(C)=O.CNC(C)=O.CNC(C)=O.CNC(C)=O
E_HOMO = -0.3182 Ha
Gap between HOMO and LUMO = 8.67 eV
LUMO energy = 0.0004 Eh

```
! RIJCOSX wB97M-V def2-TZVPD def2/J DEFGRID3
* xyz 0 1
C 7.686 -4.011 -23.498
N 7.089 -3.017 -22.628
C 7.037 -1.706 -22.944
C 6.605 -0.705 -21.887
O 7.471 -1.240 -24.013
H 6.919 -4.770 -23.650
H 8.414 -4.559 -22.900
H 8.067 -3.577 -24.423
H 6.887 -3.214 -21.658
H 6.004 0.112 -22.287
H 7.465 -0.339 -21.326
H 5.846 -1.128 -21.229
C 5.583 -6.743 -26.676
N 4.393 -6.871 -25.906
C 3.830 -8.036 -25.661
C 2.362 -8.006 -25.187
O 4.317 -9.138 -25.971
H 6.514 -6.999 -26.169
H 5.828 -5.748 -27.046
H 5.471 -7.332 -27.587
H 3.971 -6.022 -25.559
H 2.019 -7.024 -24.862
H 2.209 -8.676 -24.341
H 1.640 -8.213 -25.977
C 5.546 -10.575 -19.649
N 6.839 -10.718 -18.939
C 8.015 -10.184 -19.325
C 9.250 -10.260 -18.443
O 8.086 -9.536 -20.384
H 5.089 -9.735 -19.127
H 4.936 -11.450 -19.424
H 5.698 -10.447 -20.721
H 6.975 -11.507 -18.323
H 10.116 -10.701 -18.937
H 9.096 -10.905 -17.577
H 9.590 -9.275 -18.126
C 5.231 -6.758 -21.675
N 4.809 -5.424 -21.385
C 3.725 -4.818 -21.878
C 3.394 -3.414 -21.345
O 3.011 -5.362 -22.696
H 4.770 -7.180 -22.567
H 4.997 -7.390 -20.818
H 6.307 -6.848 -21.824
H 5.380 -4.886 -20.749
H 3.884 -2.699 -22.005
H 3.851 -3.226 -20.373
H 2.327 -3.242 -21.203
C -0.987 1.302 -20.809
N 0.220 0.724 -21.378
C 0.281 -0.262 -22.264
C 1.660 -0.690 -22.757
O -0.769 -0.756 -22.689
H -1.123 2.199 -21.413
H -0.967 1.484 -19.734
H -1.818 0.626 -21.008
H 1.095 0.991 -20.950
H 1.775 -0.425 -23.808
H 1.819 -1.766 -22.681
H 2.439 -0.170 -22.199
C 7.470 -12.099 -22.667
N 7.626 -10.744 -23.046
C 7.252 -10.227 -24.225
C 7.657 -8.791 -24.401
O 6.643 -10.774 -25.124
H 8.216 -12.714 -23.170
H 6.496 -12.568 -22.805
H 7.762 -12.224 -21.624
H 7.855 -10.120 -22.285
H 6.846 -8.091 -24.199
H 8.041 -8.663 -25.413
H 8.469 -8.517 -23.727
C 2.490 -6.145 -18.086
N 3.217 -4.889 -17.869
C 4.382 -4.759 -17.247
C 4.914 -3.389 -17.030
O 4.980 -5.704 -16.767
H 2.094 -6.272 -19.093
H 1.602 -6.209 -17.457
H 3.070 -7.007 -17.756
H 2.807 -4.051 -18.257
H 5.981 -3.527 -16.855
H 4.411 -2.977 -16.155
H 4.874 -2.811 -17.953
C -0.225 -4.799 -22.515
N -1.079 -3.671 -21.993
C -1.844 -3.811 -20.945
C -2.742 -2.653 -20.634
O -1.778 -4.813 -20.208
H 0.678 -4.319 -22.893
H -0.704 -5.354 -23.321
H 0.094 -5.560 -21.803
H -1.047 -2.735 -22.371
H -2.945 -1.949 -21.440
H -2.360 -2.118 -19.765
H -3.712 -3.043 -20.326
C 7.573 -6.136 -19.382
N 8.033 -4.869 -18.946
C 7.429 -3.698 -19.277
C 8.104 -2.407 -18.905
O 6.385 -3.646 -19.975
H 6.511 -6.381 -19.367
H 8.003 -6.902 -18.737
H 8.050 -6.385 -20.329
H 8.896 -4.855 -18.422
H 8.255 -1.794 -19.793
H 9.108 -2.580 -18.517
H 7.466 -1.857 -18.214
*
```

***

ii:
DFT (the ωB97M-V functional and the def2-TZVPD basis) results for a 9-piece molecular cluster, C27H63N9O9 overall.

Summary:
SMILES = CN(C)C=O.CN(C)C=O.CN(C)C=O.CN(C)C=O.CN(C)C=O.CN(C)C=O.CN(C)C=O.CN(C)C=O.CN(C)C=O
E_HOMO = -0.3324 Ha
Gap between HOMO and LUMO = 9.03 eV
LUMO energy = -0.0006 Eh

```
! RIJCOSX wB97M-V def2-TZVPD def2/J DEFGRID3
* xyz 0 1
C -1.316 -0.412 0.776
N -0.023 -0.253 0.156
C 0.013 0.650 -1.010
C 1.091 -0.625 0.809
O 2.215 -0.367 0.386
H -2.042 -0.462 -0.035
H -1.442 0.503 1.355
H -1.317 -1.303 1.404
H -0.364 1.642 -0.761
H 1.008 0.840 -1.413
H -0.644 0.333 -1.820
H 0.785 -1.293 1.629
C 7.508 6.034 0.699
N 7.078 5.113 -0.309
C 5.653 4.752 -0.446
C 7.930 4.473 -1.156
O 7.682 3.659 -2.065
H 8.585 6.057 0.865
H 7.092 5.713 1.654
H 7.053 6.987 0.428
H 5.129 5.627 -0.830
H 5.456 3.918 -1.119
H 5.343 4.341 0.515
H 8.955 4.662 -0.800
C -5.575 -3.854 -3.890
N -5.716 -2.811 -2.927
C -5.886 -1.479 -3.493
C -5.677 -3.085 -1.601
O -5.841 -2.334 -0.679
H -6.042 -4.744 -3.469
H -4.520 -4.085 -4.039
H -6.219 -3.583 -4.727
H -4.929 -1.249 -3.960
H -6.801 -1.321 -4.064
H -5.916 -0.871 -2.589
H -5.427 -4.153 -1.514
C 0.662 3.430 -5.933
N 1.044 4.853 -5.757
C 1.237 5.322 -4.392
C 1.003 5.780 -6.775
O 0.744 5.405 -7.917
H 0.549 3.129 -6.975
H -0.308 3.232 -5.476
H 1.439 2.897 -5.385
H 1.809 4.597 -3.813
H 1.853 6.221 -4.400
H 0.266 5.564 -3.962
H 1.229 6.809 -6.453
C -4.240 1.659 7.776
N -5.661 1.559 7.384
C -5.738 0.666 6.241
C -6.723 2.103 7.943
O -6.654 2.928 8.796
H -3.517 1.446 6.989
H -4.117 0.773 8.399
H -4.053 2.417 8.536
H -5.094 1.067 5.458
H -5.305 -0.280 6.566
H -6.763 0.503 5.907
H -7.684 1.645 7.661
C -2.955 -7.702 4.036
N -3.329 -6.788 5.124
C -3.949 -7.418 6.230
C -3.051 -5.510 5.099
O -3.263 -4.803 6.070
H -3.780 -7.781 3.328
H -2.622 -8.664 4.426
H -2.014 -7.416 3.566
H -4.010 -6.738 7.079
H -4.961 -7.778 6.045
H -3.384 -8.276 6.595
H -2.658 -5.048 4.180
C 2.762 -7.057 -0.861
N 1.693 -6.460 -0.012
C 0.438 -6.064 -0.594
C 2.059 -6.228 1.258
O 1.330 -5.576 2.082
H 2.306 -7.909 -1.366
H 3.573 -7.332 -0.187
H 3.115 -6.369 -1.629
H -0.395 -5.891 0.087
H 0.549 -5.146 -1.170
H 0.175 -6.895 -1.249
H 3.069 -6.600 1.488
C 7.383 -2.674 -4.882
N 7.459 -1.754 -3.734
C 6.197 -1.108 -3.399
C 8.654 -1.475 -3.180
O 9.669 -2.172 -3.258
H 6.526 -3.335 -4.754
H 8.269 -3.254 -5.142
H 7.159 -2.193 -5.834
H 5.759 -0.424 -4.127
H 5.455 -1.869 -3.157
H 6.270 -0.614 -2.430
H 8.583 -0.616 -2.495
C -2.723 7.985 0.761
N -2.112 6.698 0.507
C -2.881 5.820 -0.405
C -0.802 6.577 0.799
O -0.004 5.733 0.461
H -2.045 8.582 1.371
H -3.694 7.874 1.244
H -2.854 8.623 -0.113
H -3.926 6.036 -0.181
H -2.659 6.201 -1.402
H -2.683 4.761 -0.240
H -0.549 7.302 1.588
*
```

***

Which of them is the most stable, and which is the least stable? i and ii, in that order.

***

i:
DFT (the ωB97M-V functional and the def2-TZVPD basis) results for a 2-piece molecular cluster, C9H14S overall.

Summary:
SMILES = Cc1ccccc1.CSC
E_HOMO = -0.3091 Ha
Gap between HOMO and LUMO = 9.42 eV
LUMO energy = 0.0370 Eh

```
! RIJCOSX wB97M-V def2-TZVPD def2/J DEFGRID3
* xyz 0 1
C 2.790 -2.746 0.953
C 2.235 -1.589 0.148
C 2.689 -0.291 0.480
C 2.049 0.821 -0.001
C 0.999 0.709 -0.933
C 0.642 -0.543 -1.349
C 1.207 -1.692 -0.762
H 2.052 -3.522 1.131
H 3.167 -2.343 1.892
H 3.692 -3.141 0.489
H 3.567 -0.193 1.103
H 2.463 1.809 0.168
H 0.448 1.604 -1.184
H -0.208 -0.806 -1.968
H 0.847 -2.680 -1.011
C -2.739 1.844 1.584
S -2.112 0.916 0.139
C -3.607 1.086 -0.835
H -3.601 1.324 1.973
H -1.959 1.899 2.324
H -3.141 2.779 1.195
H -3.561 0.429 -1.703
H -3.711 2.066 -1.302
H -4.526 0.892 -0.287
*
```

***

ii:
DFT (the ωB97M-V functional and the def2-TZVPD basis) results for a 2-piece molecular cluster, C9H14S overall.

Summary:
SMILES = Cc1ccccc1.CSC
E_HOMO = -0.3075 Ha
Gap between HOMO and LUMO = 9.32 eV
LUMO energy = 0.0352 Eh

```
! RIJCOSX wB97M-V def2-TZVPD def2/J DEFGRID3
* xyz 0 1
C -0.590 0.562 3.955
C -1.011 0.596 2.519
C -1.979 -0.242 1.987
C -2.183 -0.310 0.619
C -1.347 0.387 -0.225
C -0.394 1.272 0.281
C -0.260 1.394 1.645
H 0.462 0.309 4.055
H -1.124 -0.199 4.531
H -0.749 1.466 4.537
H -2.393 -0.936 2.709
H -2.940 -0.929 0.156
H -1.539 0.322 -1.294
H 0.303 1.733 -0.412
H 0.250 2.264 2.039
C 1.476 -2.122 -2.355
S 1.600 -0.349 -2.061
C 2.033 0.397 -3.661
H 2.288 -2.511 -2.957
H 1.335 -2.549 -1.373
H 0.562 -2.353 -2.911
H 1.752 1.440 -3.535
H 1.350 0.042 -4.419
H 3.095 0.317 -3.831
*
```

***

iii:
DFT (the ωB97M-V functional and the def2-TZVPD basis) results for a 2-piece molecular cluster, C9H14S overall.

Summary:
SMILES = Cc1ccccc1.CSC
E_HOMO = -0.3071 Ha
Gap between HOMO and LUMO = 9.35 eV
LUMO energy = 0.0365 Eh

```
! RIJCOSX wB97M-V def2-TZVPD def2/J DEFGRID3
* xyz 0 1
C 3.125 0.615 2.220
C 2.348 0.075 1.052
C 1.470 0.932 0.382
C 0.933 0.565 -0.839
C 1.189 -0.687 -1.365
C 1.901 -1.616 -0.612
C 2.507 -1.212 0.569
H 3.883 -0.076 2.587
H 2.459 0.885 3.036
H 3.681 1.503 1.919
H 1.279 1.888 0.864
H 0.464 1.355 -1.418
H 0.680 -1.050 -2.252
H 2.063 -2.609 -1.002
H 3.173 -1.874 1.133
C -2.415 0.059 0.244
S -2.692 0.076 -1.544
C -4.474 0.245 -1.675
H -3.311 0.030 0.863
H -1.834 -0.830 0.480
H -1.815 0.929 0.524
H -5.034 -0.250 -0.878
H -4.834 -0.249 -2.568
H -4.747 1.296 -1.720
*
```

***

iv:
DFT (the ωB97M-V functional and the def2-TZVPD basis) results for a 2-piece molecular cluster, C9H14S overall.

Summary:
SMILES = Cc1ccccc1.CCS
E_HOMO = -0.3218 Ha
Gap between HOMO and LUMO = 9.58 eV
LUMO energy = 0.0303 Eh

```
! RIJCOSX wB97M-V def2-TZVPD def2/J DEFGRID3
* xyz 0 1
C 0.745 1.721 -2.538
C 1.263 1.083 -1.267
C 2.205 0.044 -1.364
C 2.518 -0.691 -0.264
C 1.953 -0.509 0.987
C 1.006 0.504 1.104
C 0.680 1.250 -0.023
H -0.111 1.054 -2.758
H 1.475 1.720 -3.342
H 0.455 2.765 -2.403
H 2.711 -0.149 -2.304
H 3.131 -1.568 -0.477
H 2.347 -1.030 1.860
H 0.447 0.502 2.024
H -0.243 1.827 0.078
C -3.099 -0.140 1.487
C -1.963 -1.123 1.329
S -1.652 -2.003 -0.256
H -3.010 0.598 0.678
H -3.097 0.149 2.536
H -4.074 -0.549 1.191
H -1.018 -0.774 1.725
H -2.148 -1.976 2.009
H -0.524 -2.706 -0.011
*
```

***

Which of them is the most stable, and which is the least stable? iii and iv, in that order.